{
  "formula": "C21H45ClN3O6S2",
  "method": "ωB97M-V/def2-TZVPD",
  "orbital_gap_ev": 7.1285,
  "homo_ev": -5.489,
  "spin_multiplicity": 1,
  "total_charge": -1,
  "species": ["C", "C", "C", "C", "C", "C", "C", "C", "C", "C", "C", "C", "S", "O", "O", "N", "S", "O", "O", "C", "Cl", "C", "C", "H", "H", "H", "H", "H", "H", "H", "H", "H", "H", "H", "H", "H", "H", "H", "H", "H", "H", "H", "H", "H", "H", "H", "H", "H", "H", "H", "H", "H", "H", "H", "C", "O", "N", "C", "C", "H", "H", "H", "H", "H", "H", "H", "C", "O", "N", "C", "C", "H", "H", "H", "H", "H", "H", "H"],
  "xyz": [[5.539008, 1.244677, 0.208102], [4.969346, -0.006674, -0.454272], [5.056883, 0.059937, -1.979614], [4.103428, -0.923359, -2.673253], [2.753513, -0.300721, -3.067793], [1.536170, -1.173510, -2.744338], [0.347977, -0.850062, -3.643964], [-0.975785, -1.590728, -3.360461], [-1.140902, -2.129413, -1.941179], [-2.552442, -2.641000, -1.599825], [-3.711953, -1.887677, -2.252187], [-5.024913, -2.161192, -1.527331], [-6.435099, -1.756947, -2.561682], [-6.749467, -2.948009, -3.324779], [-6.065703, -0.587214, -3.328163], [-7.481386, -1.443592, -1.394409], [-9.028270, -1.299000, -1.677101], [-9.792780, -2.334324, -1.013040], [-9.394093, -0.978748, -3.035046], [-9.400715, 0.174693, -0.679558], [-8.549130, 1.593606, -1.356145], [-10.899167, 0.426212, -0.630040], [-11.347156, 1.197416, 0.615468], [5.796304, 1.075234, 1.255608], [4.828010, 2.073162, 0.160874], [6.448859, 1.565530, -0.306575], [5.514618, -0.880695, -0.093896], [3.921331, -0.147047, -0.169189], [6.087458, -0.128402, -2.290745], [4.801843, 1.077095, -2.298624], [3.912666, -1.761087, -1.996149], [4.587966, -1.317127, -3.568123], [2.742514, -0.079012, -4.138942], [2.629770, 0.662637, -2.561883], [1.257236, -1.004993, -1.702320], [1.816665, -2.227193, -2.843501], [0.646373, -1.039892, -4.679300], [0.163931, 0.228159, -3.577933], [-1.056894, -2.433683, -4.054495], [-1.800251, -0.924336, -3.612155], [-0.441073, -2.962194, -1.821520], [-0.842619, -1.384232, -1.197700], [-2.684678, -2.594827, -0.514506], [-2.630481, -3.699685, -1.865165], [-3.527791, -0.811699, -2.268347], [-3.812883, -2.184699, -3.298886], [-5.120317, -1.547524, -0.634147], [-5.118530, -3.215287, -1.268112], [-8.976791, 0.016079, 0.309095], [-11.166740, 0.977067, -1.531506], [-11.399050, -0.541077, -0.680179], [-12.355334, 0.904503, 0.910091], [-10.684018, 0.992168, 1.458607], [-11.341253, 2.274127, 0.443577], [5.266341, -1.128941, 3.066799], [5.928067, -1.776881, 2.278324], [5.685366, -0.767872, 4.295370], [4.855257, -0.004404, 5.206502], [7.026897, -1.145192, 4.700778], [4.245546, -0.776582, 2.835295], [5.315385, 0.958342, 5.437708], [4.699542, -0.547330, 6.140901], [3.884656, 0.177457, 4.750587], [7.767535, -0.725100, 4.019247], [7.142079, -2.229401, 4.690300], [7.207727, -0.771412, 5.705968], [4.892976, 4.351289, 4.604551], [4.586280, 3.718319, 5.598152], [4.470017, 4.061089, 3.360157], [4.886014, 4.819912, 2.199835], [3.577117, 2.927546, 3.187122], [5.552298, 5.235014, 4.643714], [4.025754, 5.264698, 1.695511], [5.414063, 4.182206, 1.488187], [5.554876, 5.619635, 2.513560], [2.646584, 3.082412, 3.734206], [4.051667, 2.027794, 3.574250], [3.363750, 2.801960, 2.129632]],
  "atomic_forces_ev_per_a": [[0.01, 0.00, 0.01], [0.10, 0.06, -0.09], [-0.19, 0.01, 0.01], [-0.01, 0.20, 0.04], [-0.15, -0.02, 0.04], [0.07, -0.02, -0.13], [-0.11, 0.15, 0.10], [0.16, -0.18, -0.16], [-0.05, -0.09, 0.03], [0.00, 0.03, -0.02], [-0.02, -0.06, -0.08], [0.12, 0.18, -0.17], [0.00, -0.06, 0.20], [0.02, 0.06, -0.01], [0.03, 0.07, -0.01], [-0.14, -0.19, -0.31], [0.14, 0.18, 0.24], [0.00, 0.00, 0.02], [0.01, -0.10, -0.03], [-0.10, 0.11, -0.15], [0.06, 0.08, 0.10], [-0.04, 0.05, 0.00], [0.08, 0.01, -0.07], [-0.04, 0.00, 0.01], [0.01, 0.03, -0.05], [0.02, -0.01, 0.06], [-0.11, -0.05, 0.00], [0.02, 0.02, 0.08], [0.03, 0.08, 0.05], [0.12, -0.01, -0.09], [0.13, -0.08, -0.07], [-0.06, -0.18, 0.03], [0.10, 0.04, 0.00], [0.01, 0.01, -0.02], [0.08, -0.18, 0.06], [-0.08, -0.02, 0.01], [-0.03, 0.08, -0.02], [0.05, 0.01, 0.02], [-0.06, -0.03, 0.04], [0.00, -0.01, 0.01], [0.06, 0.07, 0.16], [-0.10, 0.16, -0.12], [0.08, -0.06, 0.02], [-0.05, 0.01, -0.03], [-0.04, 0.01, 0.08], [0.03, -0.01, 0.00], [0.04, -0.07, 0.09], [-0.12, 0.01, 0.06], [0.00, -0.18, -0.02], [-0.10, -0.11, -0.04], [0.05, -0.04, 0.08], [-0.03, 0.07, -0.02], [-0.06, -0.02, 0.03], [0.05, 0.01, 0.04], [-0.06, -0.07, -0.03], [0.04, 0.04, 0.04], [-0.04, 0.04, 0.02], [0.16, 0.00, 0.03], [-0.02, -0.02, 0.00], [0.00, -0.02, 0.01], [-0.08, 0.04, 0.03], [-0.01, -0.02, -0.01], [-0.02, -0.03, 0.01], [0.00, 0.00, 0.00], [0.00, 0.00, 0.00], [0.00, 0.00, 0.00], [-0.01, 0.01, 0.04], [0.04, -0.01, -0.02], [-0.03, 0.01, -0.07], [-0.03, -0.02, 0.03], [0.08, 0.06, 0.06], [0.01, -0.02, 0.00], [0.00, 0.01, 0.00], [0.01, 0.01, 0.00], [0.00, 0.01, 0.00], [-0.01, -0.01, -0.01], [-0.04, -0.04, -0.07], [-0.01, -0.02, -0.03]]
}


{
  "formula": "H11O5",
  "method": "ωB97M-V/def2-TZVPD",
  "orbital_gap_ev": 12.3834,
  "homo_ev": -15.399,
  "spin_multiplicity": 1,
  "total_charge": 1,
  "species": ["O", "H", "H", "O", "H", "H", "O", "H", "H", "O", "H", "H", "O", "H", "H", "H"],
  "xyz": [[1.804297, 1.031721, 2.463256], [2.695501, 1.294586, 2.710846], [1.249328, 1.103632, 3.248388], [0.395502, -1.617422, -1.018318], [0.617429, -2.200374, -1.748762], [-0.256778, -2.129565, -0.493171], [-0.825140, 1.852762, -1.940092], [-1.008473, 2.709227, -1.530648], [-1.167227, 1.993112, -2.829414], [-2.108126, -2.072077, 0.131990], [-2.620062, -2.082702, 0.955901], [-2.662312, -1.559767, -0.480097], [1.128075, 0.428639, 0.085274], [1.389665, 0.544856, 1.050987], [0.767189, -0.469850, -0.374307], [0.601131, 1.173223, -0.231833]],
  "atomic_forces_ev_per_a": [[-0.14, -0.04, 0.01], [0.09, 0.01, 0.03], [0.07, -0.03, -0.04], [-0.77, -0.83, 0.56], [0.48, 0.31, -0.28], [-0.14, 0.47, -0.06], [-0.04, 0.43, 0.36], [0.01, -0.10, 0.05], [0.12, -0.31, -0.17], [-0.39, 0.36, 0.07], [0.26, -0.15, -0.24], [0.26, -0.25, 0.17], [-0.22, 0.02, -0.52], [-0.07, -0.10, 0.19], [0.58, 0.01, 0.12], [-0.11, 0.20, -0.25]]
}


{
  "formula": "C3H4OS",
  "method": "ωB97M-V/def2-TZVPD",
  "orbital_gap_ev": 8.9249,
  "homo_ev": -9.152,
  "spin_multiplicity": 1,
  "species": ["C", "C", "C", "H", "H", "H", "H", "O", "S"],
  "xyz": [[-1.449879, -0.968102, 0.891532], [-0.445296, -0.235475, 0.319101], [1.425691, 0.958186, -1.043465], [-1.994798, -1.737087, -0.027571], [-1.449556, -1.172068, 2.087275], [0.402516, 0.722295, 0.939821], [1.927032, 1.720295, -1.873790], [1.898119, 0.428337, 0.094676], [-0.313828, 0.283620, -1.387581]],
  "atomic_forces_ev_per_a": [[1.22, -2.14, -1.86], [-0.39, 3.31, 2.77], [0.96, -3.17, 3.81], [1.20, 2.21, 3.54], [-0.38, 0.52, -3.37], [-3.22, -3.74, -1.26], [-1.07, -2.05, 2.46], [-0.47, 4.31, -7.13], [2.15, 0.75, 1.04]]
}


{
  "formula": "C2H7NO2",
  "method": "ωB97M-V/def2-TZVPD",
  "orbital_gap_ev": 10.1411,
  "homo_ev": -9.439,
  "spin_multiplicity": 1,
  "species": ["N", "C", "C", "O", "H", "H", "H", "H", "H", "O", "H", "H"],
  "xyz": [[0.780500, 2.088306, 1.550983], [-0.061709, 1.285036, 0.706702], [0.662424, 0.644568, -0.471125], [0.044254, 0.182156, -1.388062], [0.660749, 3.093826, 1.529152], [0.831030, 1.831422, 2.537260], [-0.900614, 1.877278, 0.338367], [-0.463091, 0.422146, 1.247718], [1.756984, 0.545902, -0.408738], [-1.208129, -3.579050, -0.730705], [-0.881055, -4.296618, -0.173064], [-0.907050, -2.745363, -0.296006]],
  "atomic_forces_ev_per_a": [[0.88, 0.27, 1.16], [0.08, 0.27, 0.06], [-0.50, 0.05, 0.27], [-0.01, -0.15, -0.41], [-0.23, -0.32, -0.40], [-0.16, -0.16, -0.64], [-0.14, -0.31, -0.23], [-0.14, 0.15, 0.12], [0.22, 0.19, 0.11], [0.36, 0.83, 0.60], [-0.04, 0.23, -0.07], [-0.33, -1.05, -0.56]]
}


{
  "formula": "C8H12N2O",
  "method": "ωB97M-V/def2-TZVPD",
  "orbital_gap_ev": [8.1619, 8.1605],
  "homo_ev": [-8.503, -8.502],
  "spin_multiplicity": 1,
  "species": ["C", "C", "C", "C", "C", "C", "C", "C", "N", "N", "O", "H", "H", "H", "H", "H", "H", "H", "H", "H", "H", "H", "H"],
  "xyz": [[1.151658, -0.517341, 0.813078], [-0.986336, -1.062198, -0.275955], [0.411546, -0.367859, -0.471399], [0.141449, 1.007963, 0.171288], [1.961995, -1.605573, 1.360294], [1.093723, -0.570426, -1.801615], [-0.098179, 2.348039, -0.373057], [-2.938640, -0.110872, 0.947896], [0.790582, 0.645110, 1.338839], [-1.731457, -0.090584, 0.202336], [-1.219540, -2.221685, -0.547673], [1.449175, -2.549830, 1.172905], [2.126708, -1.456015, 2.424468], [2.922536, -1.654819, 0.843703], [0.393388, -0.399950, -2.617644], [1.462163, -1.591539, -1.859866], [1.938372, 0.112907, -1.899177], [-1.020190, 2.375592, -0.949622], [0.724419, 2.589258, -1.051671], [-0.127405, 3.088669, 0.421860], [-3.371101, 0.890678, 0.935411], [-3.642538, -0.811031, 0.486576], [-2.772858, -0.420158, 1.985561]],
  "atomic_forces_ev_per_a": [[-0.28, 1.12, -0.12], [0.16, 0.78, -0.20], [-0.45, -0.18, -0.46], [-2.18, -2.22, -0.45], [0.00, -0.03, 0.26], [-0.03, 0.12, 0.26], [0.03, 0.18, 0.04], [-0.33, -0.35, -0.06], [0.78, -0.33, 0.71], [2.28, 1.94, 0.02], [0.05, -0.83, -0.04], [-0.01, -0.03, 0.04], [0.07, -0.06, 0.03], [0.02, 0.04, -0.03], [0.03, -0.03, -0.04], [-0.01, -0.11, -0.13], [0.07, -0.02, -0.11], [0.04, -0.08, 0.03], [0.08, 0.07, 0.02], [-0.01, 0.05, 0.04], [-0.11, -0.10, 0.07], [-0.13, 0.04, 0.11], [-0.06, 0.05, 0.00]]
}